{
  "formula": "C24H30N6O4S",
  "method": "the ωB97M-V functional and the def2-TZVPD basis",
  "elements": ["O", "C", "N", "C", "H", "C", "N", "C", "C", "H", "H", "H", "H", "C", "C", "C", "C", "C", "C", "C", "H", "O", "C", "O", "H", "H", "H", "H", "H", "H", "H", "H", "H", "C", "H", "C", "H", "C", "N", "C", "N", "N", "C", "N", "C", "O", "C", "H", "C", "H", "H", "C", "H", "H", "H", "S", "C", "H", "C", "H", "H", "H", "H", "H", "H"],
  "xyz": [[0.39790, -1.80056, -1.12909], [0.35117, -0.92744, -0.28070], [1.36736, -0.04228, -0.13996], [1.57454, 0.94105, 0.89574], [1.77497, 1.90673, 0.41701], [2.79473, 0.55617, 1.73977], [3.96034, 0.47346, 0.88466], [3.75534, -0.54666, -0.12850], [2.54354, -0.17842, -0.97867], [2.72908, 0.77608, -1.48113], [2.34271, -0.95347, -1.71863], [3.59235, -1.54023, 0.32697], [4.64490, -0.59465, -0.75857], [5.19223, 0.26483, 1.62624], [6.39225, 0.46681, 0.73880], [6.44918, 1.58418, -0.08155], [7.53050, 1.82738, -0.92277], [8.55426, 0.91150, -0.90342], [8.50635, -0.21331, -0.07989], [7.43695, -0.46012, 0.74543], [7.41251, -1.33630, 1.37223], [9.64430, -0.95558, -0.25678], [10.41153, -0.26312, -1.21826], [9.72426, 0.90277, -1.61749], [10.57768, -0.91158, -2.09368], [11.38548, 0.01335, -0.78307], [7.57025, 2.69391, -1.56082], [5.62012, 2.27321, -0.06771], [5.21955, 1.00452, 2.43369], [5.23014, -0.73814, 2.08616], [2.59128, -0.40200, 2.25423], [2.96499, 1.32540, 2.49681], [0.70267, 1.04328, 1.53704], [-0.86307, -0.74174, 0.62972], [-0.51092, -0.57841, 1.65350], [-1.68562, 0.47330, 0.16914], [-1.05302, 1.35423, 0.05487], [-2.37621, 0.16783, -1.16243], [-3.23027, -0.98583, -1.02733], [-4.51107, -0.86292, -0.64433], [-5.24929, -1.84688, -0.23647], [-6.51848, -1.50952, -0.00787], [-6.76870, -0.26889, -0.22438], [-7.99874, 0.30527, -0.07446], [-8.23900, 1.63018, -0.28546], [-7.40094, 2.43397, -0.62292], [-9.70802, 1.87086, 0.00034], [-10.13759, 2.55456, -0.72901], [-10.32582, 0.47257, -0.02320], [-11.16282, 0.37041, 0.66384], [-10.67395, 0.23706, -1.02938], [-9.16025, -0.44636, 0.35474], [-9.17924, -1.41472, -0.14687], [-9.10594, -0.61934, 1.43521], [-9.78694, 2.33361, 0.98664], [-5.38985, 0.68266, -0.76185], [-2.50253, -2.18838, -0.67711], [-3.21752, -3.00558, -0.59030], [-1.74913, -1.99658, 0.64077], [-1.13306, -2.87678, 0.82539], [-2.47576, -1.90382, 1.45116], [-1.78931, -2.39764, -1.47669], [-2.96698, 1.02417, -1.49364], [-1.62545, -0.06131, -1.92479], [-2.44990, 0.69324, 0.91900]],
  "atomic_forces_ev_per_a": [[-0.09, -0.33, -0.18], [-0.25, 0.12, 0.35], [0.36, 0.19, -0.18], [0.04, 0.02, 0.46], [-0.06, -0.01, 0.09], [-0.18, 0.23, -0.07], [-0.01, -0.07, 0.15], [-0.14, 0.14, -0.28], [0.23, -0.36, -0.22], [0.03, -0.04, -0.01], [0.05, 0.16, 0.07], [0.03, 0.02, -0.02], [-0.04, -0.06, -0.01], [-0.06, 0.10, 0.03], [0.05, 0.06, -0.02], [-0.05, -0.09, 0.13], [0.35, -0.11, -0.11], [-0.13, -0.46, 0.40], [-0.04, 0.53, -0.33], [0.24, 0.00, -0.12], [-0.03, -0.15, 0.10], [-0.40, -0.09, 0.30], [1.13, -0.36, -0.45], [-0.36, 0.33, -0.02], [-0.12, 0.15, 0.20], [-0.27, -0.02, -0.04], [0.00, 0.13, -0.09], [-0.11, 0.08, -0.02], [-0.04, -0.11, 0.03], [0.01, 0.06, 0.02], [0.00, 0.05, 0.00], [-0.01, -0.03, 0.02], [-0.01, 0.00, -0.08], [-0.06, -0.18, 0.08], [-0.01, 0.04, -0.10], [0.05, 0.00, -0.13], [0.01, 0.08, 0.05], [0.06, 0.29, 0.21], [0.44, -0.05, -0.34], [-0.93, 0.75, -0.06], [1.41, -0.70, -0.09], [-1.61, 0.44, 0.32], [1.03, 0.21, -0.25], [-0.38, 0.04, -0.04], [-0.40, 0.14, 0.04], [0.11, 0.30, -0.07], [-0.09, 0.03, -0.06], [0.08, 0.04, 0.04], [0.05, 0.05, 0.04], [-0.02, -0.04, -0.03], [0.00, -0.02, 0.02], [-0.21, -0.34, 0.18], [-0.02, 0.07, 0.08], [-0.02, -0.06, -0.09], [0.02, 0.04, 0.00], [0.16, -0.84, 0.18], [0.09, -0.47, 0.10], [0.10, 0.04, -0.05], [0.12, 0.02, -0.22], [-0.02, -0.03, 0.06], [0.00, -0.01, 0.04], [-0.14, -0.03, 0.09], [0.13, -0.03, -0.08], [-0.08, 0.10, -0.04], [0.01, 0.05, 0.01]],
  "lowdin_charge": [0.058, -0.418, -0.046, -0.134, 0.133, -0.168, -0.177, -0.153, -0.112, 0.132, 0.122, 0.136, 0.125, -0.160, -0.228, -0.041, 0.016, -0.206, -0.197, 0.052, 0.124, 0.035, -0.160, 0.033, 0.139, 0.139, 0.118, 0.113, 0.129, 0.126, 0.132, 0.124, 0.111, -0.224, 0.135, -0.114, 0.111, -0.163, -0.123, -0.581, -0.001, 0.012, -0.562, -0.033, -0.459, 0.017, -0.075, 0.123, -0.148, 0.110, 0.115, -0.127, 0.122, 0.130, 0.128, 1.137, -0.143, 0.115, -0.112, 0.122, 0.122, 0.118, 0.091, 0.134, 0.124],
  "smiles": "O=C(C1CCN(c2nnc(N3CCCC3=O)s2)CC1)N1CCN(Cc2ccc3c(c2)OCO3)CC1",
  "homo_energy_ev": -7.54,
  "e_tot_ev": -53340.985
}

***

{
  "formula": "C24H30N7S3V",
  "method": "the ωB97M-V functional and the def2-TZVPD basis",
  "elements": ["V", "C", "C", "N", "C", "C", "S", "C", "C", "N", "H", "H", "H", "H", "H", "H", "H", "H", "H", "H", "H", "H", "H", "H", "S", "C", "N", "N", "C", "C", "C", "C", "C", "C", "N", "N", "C", "C", "C", "C", "C", "C", "H", "H", "H", "H", "H", "H", "H", "H", "H", "H", "H", "S", "C", "N", "C", "C", "C", "C", "H", "H", "H", "H", "H"],
  "xyz": [[0.57115, 0.21980, 0.71424], [2.23450, -2.22720, 0.09441], [1.41670, -2.48255, 1.41479], [0.95300, -1.28593, 2.09983], [1.92897, -0.91386, 3.20488], [3.21870, -0.29592, 2.67824], [2.95051, 0.73972, 1.17767], [3.93794, 0.07780, -0.26960], [2.94458, -0.42872, -1.35121], [1.78169, -1.04052, -0.68933], [2.20049, -3.14008, -0.55155], [3.25663, -2.09478, 0.37840], [2.07753, -3.17341, 1.97540], [0.52865, -3.11142, 1.10641], [0.04029, -1.51959, 2.55595], [2.11752, -1.86593, 3.78330], [1.35615, -0.18610, 3.78128], [3.97303, -1.11063, 2.58346], [3.56293, 0.42621, 3.41685], [4.53607, -0.76264, 0.15791], [4.58135, 0.88459, -0.66666], [3.46002, -1.10278, -2.08715], [2.59562, 0.41032, -1.98536], [1.04470, -1.27031, -1.38081], [0.52959, 2.03252, -0.91024], [-0.94742, 1.54135, -1.65894], [-1.48969, 2.35794, -2.56639], [-2.57340, 1.72634, -3.10488], [-2.46510, 1.01154, -4.23829], [-3.56712, 0.22385, -4.69327], [-3.40110, -0.85863, -5.57015], [-2.14395, -0.98620, -6.20017], [-1.09766, -0.12202, -5.89698], [-1.29018, 0.96118, -5.00978], [-1.48957, 0.29544, -1.45668], [-1.00431, -0.27733, -0.35785], [-1.65131, -1.45847, 0.01259], [-2.61357, -1.52518, 1.07494], [-3.58243, -2.51424, 1.11832], [-3.44283, -3.60720, 0.30645], [-2.43860, -3.67091, -0.67193], [-1.60331, -2.56904, -0.87585], [-3.51717, 1.93090, -2.70506], [-4.52544, 0.43089, -4.24823], [-4.21583, -1.57231, -5.69969], [-2.04143, -1.78500, -6.94485], [-0.06675, -0.29381, -6.22982], [-0.45742, 1.59026, -4.72350], [-2.60168, -0.71135, 1.77961], [-4.37100, -2.48834, 1.87205], [-4.11261, -4.46520, 0.48579], [-2.17756, -4.61440, -1.14915], [-0.81148, -2.61081, -1.64178], [-0.55324, 1.45953, 2.40003], [0.13994, 2.81817, 3.37920], [-0.12575, 4.11345, 2.98079], [0.29176, 5.24073, 3.63555], [1.23304, 5.16507, 4.59480], [1.58681, 3.84702, 5.05886], [1.00545, 2.73621, 4.47563], [-0.77989, 4.26424, 2.23145], [-0.05251, 6.20295, 3.19518], [1.65635, 6.04230, 5.08184], [2.27342, 3.65571, 5.85070], [1.22621, 1.73676, 4.87833]],
  "atomic_forces_ev_per_a": [[0.96, 1.31, -2.19], [-1.40, -0.66, -0.16], [-0.42, -2.09, -2.37], [0.18, -1.27, 1.68], [-1.42, -0.71, -0.37], [0.45, -0.65, -0.06], [0.75, 0.52, 0.13], [-0.38, -0.66, 0.32], [0.31, 0.66, -0.79], [-0.23, -0.70, 0.09], [0.00, 0.54, 0.64], [0.50, 0.16, -0.04], [-0.47, 0.51, 0.37], [0.73, 0.82, 0.48], [1.05, 0.28, -0.33], [-0.01, 1.23, -0.28], [0.28, -0.17, 0.27], [-0.24, 0.88, -0.37], [0.28, -0.23, 0.06], [-0.13, 0.94, -0.49], [-0.32, -0.49, 0.42], [-0.31, 0.16, 0.90], [0.02, -0.29, 0.65], [0.85, -0.04, 0.44], [0.20, 0.07, 0.38], [0.55, 1.97, -1.55], [1.60, -0.87, 1.93], [-3.36, 0.57, -0.10], [-0.50, -0.80, -2.23], [0.49, -0.60, 0.24], [0.78, 1.72, 0.42], [-0.33, -0.92, -0.22], [-0.25, 0.67, 0.43], [0.23, -1.29, 0.80], [0.24, -1.70, 2.33], [-0.32, 1.82, -0.37], [-2.58, -2.61, -0.95], [1.14, 1.19, -1.19], [0.63, 0.28, 0.86], [-0.23, -1.43, -0.81], [0.57, 0.16, 0.79], [0.38, 0.13, 0.69], [1.48, -0.34, -0.54], [-0.30, -0.25, 0.30], [0.23, 0.36, -0.35], [0.30, 0.23, 0.47], [-0.63, 0.12, -0.43], [0.06, -0.03, -0.06], [-0.30, 0.34, 0.13], [0.31, 0.06, -0.18], [0.41, 0.47, -0.38], [-0.52, 0.29, -0.26], [-0.63, 0.13, 0.20], [-0.27, 1.91, 2.27], [-0.13, 0.32, -1.82], [-0.24, -0.48, 1.13], [-0.13, 0.51, -1.80], [0.85, -1.33, 1.78], [-1.17, 0.66, -1.35], [0.27, -0.80, 0.45], [-0.14, -0.35, -0.42], [0.17, -0.94, 0.49], [-0.23, -0.19, -0.28], [0.43, 0.32, 0.49], [-0.09, 0.59, -0.28]],
  "lowdin_charge": [0.139, -0.159, -0.183, -0.203, -0.235, -0.384, 0.905, -0.340, -0.265, -0.167, 0.145, 0.073, 0.129, 0.131, 0.133, 0.143, 0.067, 0.106, 0.070, 0.082, 0.095, 0.142, 0.093, 0.122, 0.616, -0.778, 0.032, -0.081, -0.295, -0.039, -0.090, -0.135, -0.106, -0.040, 0.128, -0.159, -0.280, -0.016, -0.081, -0.083, -0.063, -0.029, 0.171, 0.092, 0.100, 0.094, 0.100, 0.093, 0.083, 0.118, 0.120, 0.111, 0.114, 0.622, -0.551, 0.083, -0.049, -0.025, 0.006, -0.075, 0.152, 0.157, 0.124, 0.112, 0.111],
  "s2": 3.86,
  "homo_energy_ev": [-8.57, -8.54],
  "e_tot_ev": -93990.875,
  "total_charge": 1,
  "spin_multiplicity": 4
}